Density functional theory data (ωB97M-V with the def2-TZVPD basis set) for a structure of composition H3S3 in a non-equilibrium geometry.

Summary:
ΔE to the lowest compared entry with this formula, charge and spin   46.8 kJ/mol
HOMO energy   -3.316 eV
Spin multiplicity   1
Total charge   -1
Orbital gap   6.65 eV

XYZ file:
```
6
Properties=species:S:1:pos:R:3:nbo_charge:R:1
S -0.013 -0.181 -0.596 -0.120
S 2.547 -0.966 -0.139 -0.767
S -2.112 0.630 -0.855 -0.411
H 2.069 -0.536 1.017 0.087
H -2.815 0.345 0.224 0.095
H 0.324 0.708 0.348 0.115
```



Density functional theory data (ωB97M-V with the def2-TZVPD basis set) for the ion H2N3O2 with charge -1 in a non-equilibrium geometry.

Summary:
ΔE to the lowest compared entry with this formula, charge and spin   209.0 kJ/mol
SMILES string   NN=[N+]([O-])[O-]
HOMO energy   -2.438 eV
Spin multiplicity   1
Total charge   -1
Orbital gap   7.47 eV

XYZ file:
```
7
Properties=species:S:1:pos:R:3:nbo_charge:R:1
O -2.282 -0.319 0.224 -0.553
O -0.922 1.375 -0.033 -0.579
N -0.116 -0.858 -0.091 -0.330
N 1.221 -0.323 -0.219 -0.772
N -1.146 0.146 -0.011 0.540
H 1.977 -0.764 0.422 0.335
H 1.268 0.742 -0.291 0.360
```



Density functional theory data (ωB97M-V with the def2-TZVPD basis set) for an isolated molecule of C25H34N2O3.

Summary:
ΔE to the lowest compared entry with this formula, charge and spin   278.0 kJ/mol
SMILES string   CCOc1ccccc1CN1CCN(C/C=C/c2ccc(OC)cc2)C[C@@H]1CCO
HOMO energy   -7.877 eV
Spin multiplicity   1
Total charge   0
Orbital gap   8.58 eV

XYZ file:
```
64
Properties=species:S:1:pos:R:3:nbo_charge:R:1
O -6.574 -0.326 -2.270 -0.716
O 0.052 1.485 1.606 -0.529
O 6.697 -1.402 1.045 -0.491
N -1.398 -1.090 -2.135 -0.450
N -3.013 0.194 -0.129 -0.458
C 3.331 -2.271 -0.172 -0.121
C -3.368 3.712 2.361 -0.242
C -2.282 0.940 -1.137 -0.225
C 2.022 -1.295 -2.077 -0.131
C 2.344 0.962 1.335 -0.621
C -2.130 4.292 2.565 -0.194
C -3.282 -1.164 -0.579 -0.039
C -0.309 -1.770 -2.826 -0.240
C -2.009 -1.873 -1.080 -0.232
C -3.439 2.401 1.922 -0.170
C -1.024 0.221 -1.634 -0.247
C -4.359 -1.175 -1.671 -0.439
C -5.606 -0.400 -1.248 -0.055
C 5.433 -0.576 -0.741 -0.258
C 0.904 -2.012 -1.975 -0.215
C -0.970 3.574 2.326 -0.315
C -2.293 1.663 1.682 -0.103
C 6.859 -2.267 2.142 -0.252
C 4.296 -0.549 -1.513 -0.166
C 3.213 -1.393 -1.247 -0.145
C 4.469 -2.308 0.612 -0.311
C 1.346 2.034 1.744 -0.061
C -2.402 0.243 1.196 -0.244
C -1.038 2.260 1.879 0.382
C 5.534 -1.457 0.338 0.302
H 3.358 1.341 1.422 0.216
H 4.513 -3.005 1.434 0.217
H -0.042 -1.151 -3.687 0.196
H 1.452 2.916 1.097 0.170
H -3.670 -1.720 0.284 0.198
H -3.065 -0.311 1.870 0.205
H -4.396 1.931 1.751 0.217
H -0.016 4.051 2.489 0.216
H 6.266 0.077 -0.948 0.225
H -0.706 -2.722 -3.193 0.201
H -6.789 -1.222 -2.554 0.457
H -2.954 1.105 -1.981 0.198
H -1.408 -0.221 1.233 0.194
H -6.037 -0.859 -0.345 0.146
H -2.013 1.912 -0.721 0.213
H 2.236 0.088 1.972 0.213
H 2.520 -2.942 0.067 0.201
H 6.817 -3.317 1.836 0.176
H 4.236 0.142 -2.343 0.210
H 0.798 -2.774 -1.217 0.189
H 2.169 0.659 0.306 0.218
H -1.328 -2.023 -0.224 0.165
H 6.106 -2.083 2.915 0.175
H -5.340 0.631 -1.013 0.193
H -0.578 0.791 -2.452 0.201
H -4.630 -2.215 -1.877 0.194
H -3.956 -0.748 -2.589 0.223
H -0.285 0.157 -0.817 0.175
H 7.847 -2.050 2.545 0.201
H -4.271 4.275 2.544 0.213
H -2.273 -2.855 -1.480 0.201
H 2.079 -0.543 -2.856 0.187
H -2.057 5.312 2.911 0.212
H 1.519 2.338 2.786 0.170
```



Density functional theory data (ωB97M-V with the def2-TZVPD basis set) for an isolated molecule of C5H9NO in a non-equilibrium geometry.

Summary:
ΔE to the lowest compared entry with this formula, charge and spin   149.6 kJ/mol
SMILES string   C=CCCNC=O
HOMO energy   -9.707 eV
Spin multiplicity   1
Total charge   0
Orbital gap   10.62 eV

XYZ file:
```
16
Properties=species:S:1:pos:R:3:nbo_charge:R:1
O -0.003 3.574 0.137 -0.595
N -0.372 1.338 0.041 -0.629
C 0.299 -1.694 0.683 -0.168
C -0.584 0.159 -0.792 -0.229
C 1.549 -1.284 0.753 -0.408
C 0.154 2.510 -0.408 0.539
C -0.932 -1.043 0.103 -0.443
H 2.344 -2.003 0.920 0.206
H 0.312 -0.244 -1.271 0.213
H -1.343 0.421 -1.531 0.192
H -1.042 1.462 0.796 0.393
H -1.580 -0.786 0.937 0.215
H -1.485 -1.754 -0.507 0.224
H 0.059 -2.698 1.017 0.195
H 0.746 2.343 -1.328 0.098
H 1.876 -0.301 0.448 0.196
```



Density functional theory data (ωB97M-V with the def2-TZVPD basis set) for a cluster of 13 separate species, C49H96NO38S in total in a non-equilibrium geometry.

Summary:
ΔE to the lowest compared entry with this formula, charge and spin   418.5 kJ/mol
HOMO energy   -5.068 eV
Spin multiplicity   1
Total charge   -1
Orbital gap   5.97 eV

XYZ file:
```
185
Properties=species:S:1:pos:R:3:lowdin_charge:R:1
S -3.588 1.646 3.856 0.211
O -0.937 -5.364 -2.040 -0.144
O 2.026 -4.103 -2.914 -0.240
O 2.867 2.407 -0.641 0.041
O -1.971 -3.150 1.135 -0.137
O -4.948 1.543 4.460 -0.391
O -6.102 0.261 -0.258 0.061
O -2.061 2.733 -3.859 0.096
O -3.089 0.346 3.482 -0.403
O -6.258 2.465 -0.325 0.080
O -5.074 -2.701 5.494 0.079
O -6.054 -4.674 5.018 0.111
O 2.576 2.308 3.928 -0.178
O -0.820 0.470 -1.593 -0.193
O -2.718 2.277 4.875 -0.389
O 1.338 -0.266 8.599 0.138
O 0.068 -1.741 2.541 -0.202
O -3.933 2.000 -4.790 0.086
O 2.702 -0.968 -0.836 0.078
O -3.026 -4.518 -3.752 -0.190
O 2.479 3.104 -5.945 -0.169
O 4.156 3.162 -2.406 0.109
O 4.332 -0.660 -2.355 0.105
O -1.011 6.188 3.599 0.048
O -3.797 -1.717 -0.838 -0.190
O 3.027 4.945 2.681 -0.237
O 1.607 -0.005 -5.725 -0.137
O -4.078 3.490 -3.122 0.126
O 4.912 -0.454 -0.251 0.039
O -3.632 2.511 2.669 -0.391
O -0.204 -0.753 7.008 0.075
O 4.474 0.022 2.972 -0.185
O 0.424 -3.388 -6.580 -0.162
O 4.877 3.224 -0.235 0.062
O -0.171 5.725 5.531 0.079
O -7.891 1.170 -1.361 0.043
O -5.466 -3.232 3.409 0.043
O 1.271 0.852 6.628 0.050
O 0.809 7.383 4.441 0.109
N -1.697 0.061 1.103 0.242
C 0.655 -2.224 -5.772 -0.184
C -0.059 6.542 4.539 -0.578
C 1.493 -4.570 -1.661 -0.129
C -4.806 -1.485 4.754 -0.094
C 3.113 4.734 4.124 -0.134
C 4.085 0.359 4.238 -0.221
C -0.024 -0.047 -2.692 -0.071
C -3.182 -3.709 0.645 -0.156
C -1.608 1.965 -4.951 -0.130
C 6.151 -0.443 -0.971 -0.107
C 5.094 -1.285 2.922 -0.057
C -1.737 -4.494 -4.274 -0.224
C -4.152 -1.336 -2.170 -0.085
C -1.896 5.180 4.097 -0.117
C 5.725 -0.509 -2.418 -0.117
C -2.882 1.299 -5.429 -0.115
C -5.578 -3.610 4.691 -0.608
C -4.965 2.295 0.195 -0.107
C 3.711 6.061 2.185 -0.098
C -0.270 2.068 2.006 0.005
C 4.400 2.673 1.021 -0.112
C 0.902 -0.135 7.490 -0.543
C -0.952 -5.555 -3.539 -0.103
C 2.131 3.557 4.457 -0.149
C 3.862 1.894 4.401 -0.138
C 1.210 3.128 -6.602 -0.102
C -1.726 -3.333 2.555 -0.153
C 2.793 1.979 -5.104 -0.170
C -4.083 -3.946 -4.501 -0.088
C -3.391 -3.120 -0.773 -0.139
C -0.066 0.997 -0.493 -0.145
C -0.117 -4.280 -1.607 -0.154
C 1.649 -1.253 -6.404 -0.177
C -3.392 2.764 -3.842 -0.551
C 1.472 -1.638 2.337 -0.080
C -5.054 -1.871 3.292 -0.119
C 3.412 -4.108 -3.117 -0.099
C -0.540 -0.209 5.733 -0.098
C 1.487 -4.293 -6.564 -0.126
C 0.509 0.826 5.439 -0.127
C 3.975 2.935 -1.211 -0.518
C -6.798 1.333 -0.722 -0.506
C -1.153 4.750 5.294 -0.146
C 2.938 2.513 0.808 -0.098
C -1.011 1.414 0.742 -0.154
C 2.799 0.685 -5.820 -0.234
C 3.906 -0.695 -1.145 -0.511
C -4.991 0.792 0.440 -0.133
C -0.274 -3.066 2.953 -0.194
H 1.136 -5.324 -6.606 0.090
H -3.361 -1.558 -2.887 0.075
H -2.084 4.312 3.465 0.100
H -1.000 -0.517 1.551 0.101
H 4.899 1.768 1.369 0.111
H -0.858 1.191 -4.789 0.098
H -1.536 0.214 5.603 0.108
H -0.305 -1.767 -5.535 0.114
H -5.421 -0.660 5.114 0.119
H 4.512 3.409 1.818 0.110
H -2.846 5.675 4.299 0.141
H -3.166 -4.797 0.700 0.131
H 1.714 -0.618 2.040 0.074
H 1.936 3.590 5.529 0.134
H -4.915 -3.763 -3.821 0.082
H 1.692 -2.117 1.382 0.081
H -0.357 -3.303 4.014 0.126
H 6.665 0.501 -0.792 0.134
H 3.766 2.153 -4.644 0.114
H 0.101 3.070 1.793 0.084
H 3.203 -0.157 4.616 0.113
H 3.742 -5.107 -2.833 0.091
H -5.010 2.929 1.080 0.118
H -0.479 -3.336 -2.015 0.110
H 3.592 -3.924 -4.176 0.079
H -4.199 2.614 -0.511 0.118
H -2.488 -3.279 -1.363 0.089
H 4.817 0.031 4.977 0.124
H 2.269 -4.163 -7.312 0.089
H 1.356 -1.124 -7.446 0.131
H -1.780 2.095 0.378 0.134
H 0.089 -5.383 -3.813 0.097
H 5.332 -1.386 1.864 0.072
H -0.635 3.816 5.078 0.090
H -4.075 -3.487 1.229 0.111
H 2.083 1.991 -4.278 0.119
H -5.097 -1.787 -2.471 0.094
H -1.805 -4.385 2.829 0.132
H 3.864 -3.337 -2.493 0.073
H -1.759 -4.870 -5.297 0.127
H -5.882 -1.261 2.930 0.137
H 1.643 -5.631 -1.463 0.119
H 4.675 2.483 3.977 0.114
H 2.660 -1.660 -6.438 0.121
H -2.933 0.223 -5.263 0.123
H 3.103 6.961 2.274 0.097
H 2.396 3.425 1.062 0.123
H 1.975 -4.356 -5.591 0.061
H 1.120 -2.469 -4.817 0.112
H -0.214 -4.259 -0.522 0.105
H 6.319 -1.258 -2.943 0.136
H -1.007 2.263 2.785 0.055
H 3.102 0.874 -6.850 0.140
H 0.536 -0.883 -2.272 0.073
H 1.154 3.897 -7.373 0.087
H -0.488 -0.406 -3.610 0.061
H -1.080 -6.578 -3.894 0.128
H -2.311 -2.719 3.239 0.117
H -4.127 -3.783 -1.228 0.124
H 3.946 5.955 1.126 0.084
H 2.836 5.634 4.673 0.117
H 0.326 -3.873 2.532 0.124
H 0.522 1.803 -0.932 0.116
H 3.803 2.129 5.464 0.130
H 0.015 1.797 5.394 0.111
H -3.735 -1.304 4.844 0.101
H 6.791 -1.276 -0.679 0.132
H -0.549 -1.088 5.089 0.110
H 6.140 0.426 -2.794 0.134
H -1.273 -3.509 -4.306 0.107
H 0.681 0.244 -0.241 0.096
H -4.315 -0.259 -2.197 0.083
H 4.140 4.562 4.447 0.110
H -2.135 -0.410 0.325 0.114
H 5.913 -1.468 3.618 0.093
H -1.836 4.696 6.142 0.146
H 1.208 3.760 3.913 0.112
H 0.544 3.517 -5.832 0.075
H -3.678 -3.046 -4.962 0.082
H 2.549 1.688 1.404 0.112
H 0.601 1.488 2.311 0.048
H -1.186 2.592 -5.736 0.100
H 2.051 -2.005 3.185 0.089
H 1.987 -4.096 -0.813 0.103
H 4.336 -2.048 3.103 0.076
H 0.764 0.642 -2.996 0.076
H -2.337 0.202 1.872 0.068
H -5.068 0.483 1.483 0.116
H 0.790 2.255 -7.102 0.084
H -4.468 -4.581 -5.299 0.084
H -2.978 1.507 -6.495 0.131
H 1.118 0.677 4.547 0.099
H -4.022 0.474 0.057 0.089
H 4.691 5.987 2.658 0.091
H -4.113 -1.747 2.756 0.087
H 3.522 -0.008 -5.390 0.120
```



Density functional theory data (ωB97M-V with the def2-TZVPD basis set) for a structure of composition C16H31N2O3PRuS in a non-equilibrium geometry.

Summary:
<S²>   6.02
HOMO energy (alpha / beta)   -21.854 / -22.775 eV
Spin multiplicity   5
Total charge   +4
Orbital gap (alpha / beta)   7.34 / 4.17 eV

XYZ file:
```
55
Properties=species:S:1:pos:R:3:nbo_charge:R:1
Ru -0.220 -0.324 0.117 0.076
S -0.127 -1.511 2.353 0.546
P -0.035 0.065 -2.306 1.213
O -0.427 2.622 0.755 -0.263
O -3.264 -0.754 -0.176 -0.283
O 2.820 -0.315 0.572 -0.313
N 1.130 0.417 3.698 -0.496
N -1.179 0.390 3.910 -0.482
C 0.066 -1.612 -3.110 -0.563
C 1.674 -0.373 0.360 0.582
C 1.309 1.268 4.881 -0.242
C 2.734 0.160 -3.052 -0.602
C 1.422 0.946 -3.077 -0.452
C 1.617 2.354 -2.507 -0.624
C -1.532 0.841 -3.130 -0.440
C -1.330 -2.252 -3.199 -0.610
C -2.122 -0.569 -0.042 0.594
C -1.430 0.830 -4.658 -0.642
C -1.782 2.266 -2.638 -0.625
C 1.060 -2.508 -2.358 -0.613
C -0.057 -0.125 3.391 0.259
C -0.342 1.481 0.539 0.544
C -1.182 1.356 5.022 -0.243
C 0.098 2.170 5.043 -0.442
H 0.771 3.012 -2.735 0.242
H 1.118 1.033 -4.134 0.281
H -0.470 -2.954 -0.524 0.213
H 0.088 2.933 4.253 0.233
H -0.668 1.540 -5.002 0.256
H -2.395 1.147 -5.083 0.340
H -1.892 -2.132 -2.263 0.190
H 2.517 2.782 -2.970 0.321
H 3.066 -0.079 -2.035 0.225
H 2.229 1.842 4.736 0.276
H 1.764 2.345 -1.417 0.210
H 0.453 -1.441 -4.134 0.285
H 2.017 -2.605 -2.889 0.279
H 0.630 -3.511 -2.251 0.265
H -0.567 -2.297 -0.153 -0.164
H 3.508 0.790 -3.509 0.328
H -1.040 2.954 -3.059 0.261
H -2.772 2.592 -2.989 0.336
H -2.379 0.204 -2.822 0.340
H -2.060 1.997 4.912 0.276
H -1.237 -3.328 -3.394 0.289
H 1.414 0.626 5.771 0.260
H -1.189 -0.145 -5.091 0.254
H -1.934 -1.810 -3.998 0.248
H -2.019 -0.153 3.704 0.443
H 0.170 2.672 6.016 0.303
H 2.681 -0.771 -3.627 0.251
H -1.758 2.354 -1.547 0.207
H 1.287 -2.153 -1.336 0.171
H -1.283 0.794 5.962 0.264
H 1.938 -0.087 3.327 0.437
```